Entry 1:
This record from OMol25 describes a 2-piece molecular cluster, C17H27F3N2O overall. The level of theory is ωB97M-V with the def2-TZVPD basis set.

CARTESIAN COORDINATES (ANGSTROEM)
C1 4.08131 -0.54339 1.30085
C2 3.08734 -1.17988 0.31482
C3 3.80146 -1.40598 -1.02928
C4 2.62677 -2.53840 0.86638
C5 1.86666 -0.26680 0.19377
C6 1.44132 0.26799 -0.96417
C7 0.27020 1.11466 -1.03335
C8 -0.15175 1.62823 -2.20050
C9 -1.37177 2.50258 -2.30274
F1 -1.49258 2.93941 -3.57365
F2 -2.45450 1.77972 -1.95744
F3 -1.23651 3.54493 -1.45764
C10 -0.43946 1.38670 0.19176
C11 -0.05621 0.88178 1.37397
C12 -0.79273 1.15238 2.68425
C13 -1.28811 -0.19272 3.24585
C14 -1.99577 2.08911 2.47326
C15 0.19058 1.80689 3.67237
C16 1.12477 0.01241 1.43210
O1 1.48197 -0.47100 2.49131
H1 3.60792 -0.38324 2.26889
H2 4.94927 -1.18375 1.44870
H3 4.43015 0.42161 0.93658
H4 3.14103 -1.87770 -1.75495
H5 4.16422 -0.46872 -1.44852
H6 4.66152 -2.06028 -0.89370
H7 1.92217 -3.01572 0.18845
H8 3.47084 -3.21066 1.00693
H9 2.13032 -2.40970 1.82695
H10 1.96252 0.07899 -1.88247
H11 0.38073 1.42055 -3.10753
H12 -1.29977 2.02405 0.12759
H13 -0.45149 -0.87539 3.39162
H14 -1.79735 -0.06908 4.20055
H15 -1.97972 -0.66658 2.55055
H16 -1.67637 3.05016 2.07346
H17 -2.71334 1.65415 1.77949
H18 -2.51751 2.27909 3.40904
H19 0.55070 2.75773 3.28201
H20 -0.27362 1.99107 4.64030
H21 1.05856 1.16689 3.82750
C17 -3.69209 -2.64398 -4.17590
N1 -3.26155 -1.25974 -4.06429
N2 -3.75595 -0.59250 -2.93059
H22 -3.31971 -3.10278 -5.09237
H23 -3.30001 -3.21782 -3.33786
H24 -4.77884 -2.71976 -4.15333
H25 -3.57751 -0.71853 -4.87753
H26 -3.48996 -1.14796 -2.13074
H27 -3.23816 0.27098 -2.83076

Summary:
Strongest force on any atom = 2.62 eV/A
SMILES = CC(C)(C)C1=CC(=CC(F)(F)F)C=C(C(C)(C)C)C1=O.CNN
Orbital gap = 6.43 eV
Net charge = 0

=====

Entry 2:
This record from OMol25 describes a 6-piece molecular cluster, C45H100N6O3 overall. The level of theory is ωB97M-V with the def2-TZVPD basis set.

CARTESIAN COORDINATES (ANGSTROEM)
N1 -1.67938 -0.22691 -0.94407
O1 -1.13926 -0.82905 -1.84527
O2 -1.33400 0.92466 -0.71201
O3 -2.61570 -0.66870 -0.30882
C1 -4.50403 0.03412 -7.28070
C2 -3.38666 0.06642 -6.27939
C3 -2.82300 1.44112 -6.17313
C4 -1.52073 1.26098 -5.46523
N2 -1.00399 2.44425 -4.73715
C5 0.33177 2.11173 -3.98016
C6 0.34069 3.07681 -2.74920
C7 -1.17914 3.67751 -2.65773
C8 -2.00678 2.86531 -3.61417
C9 -0.82751 3.56159 -5.79461
H1 -5.14957 -0.81894 -7.36114
H2 -4.05441 0.20246 -8.22013
H3 -5.15387 0.93322 -7.10669
H4 -2.53485 -0.58953 -6.59306
H5 -3.66489 -0.34699 -5.28626
H6 -3.43080 2.09737 -5.50795
H7 -2.68321 1.96595 -7.12457
H8 -0.67860 1.12456 -6.20397
H9 -1.43682 0.41051 -4.82330
H10 1.17486 2.28491 -4.62547
H11 0.15564 1.10917 -3.65764
H12 0.98443 3.94509 -2.68494
H13 0.48540 2.39841 -1.91793
H14 -1.12194 4.68419 -2.99944
H15 -1.52121 3.57515 -1.64881
H16 -2.90316 3.35806 -3.96241
H17 -2.27793 1.90838 -3.13517
H18 -0.40345 4.44939 -5.35548
H19 -1.81183 3.80285 -6.16644
H20 -0.17568 3.15531 -6.57284
C10 -6.14476 -4.66061 5.06496
C11 -5.74713 -3.18278 4.96683
C12 -5.96683 -2.67816 3.53434
C13 -4.78204 -3.04579 2.66385
N3 -4.90460 -2.93025 1.16231
C14 -5.89858 -3.98672 0.59015
C15 -5.49085 -4.07437 -0.90052
C16 -4.02100 -3.77751 -0.99126
C17 -3.62326 -3.41671 0.44445
C18 -5.32831 -1.53719 0.68307
H21 -7.19355 -4.63914 5.00478
H22 -5.69361 -5.14631 5.91852
H23 -5.76650 -5.17395 4.13906
H24 -4.72920 -3.00451 5.30173
H25 -6.42433 -2.57748 5.59668
H26 -6.14094 -1.61482 3.56238
H27 -6.89297 -3.17170 3.10111
H28 -4.60246 -4.10196 2.81030
H29 -3.89499 -2.47598 3.00359
H30 -6.91920 -3.64425 0.83452
H31 -5.72188 -4.92860 1.16564
H32 -6.07242 -3.27316 -1.41958
H33 -5.80711 -4.99812 -1.37910
H34 -3.88619 -2.93884 -1.63782
H35 -3.39050 -4.58455 -1.28260
H36 -2.80842 -2.67395 0.51546
H37 -3.37835 -4.36162 0.96170
H38 -4.55331 -0.83174 0.88292
H39 -6.19050 -1.19866 1.20975
H40 -5.45427 -1.46835 -0.39326
C19 5.39013 0.25635 1.39172
C20 5.60059 1.75828 1.19924
C21 6.47535 2.49601 2.24685
C22 7.91454 2.13628 2.05650
N4 8.88732 3.13968 1.43884
C23 10.24235 2.53791 1.41430
C24 11.29204 3.63650 1.27857
C25 10.61916 4.86044 1.95807
C26 9.20641 4.40832 2.28969
C27 8.46426 3.63249 0.10628
H41 6.26484 -0.33901 1.19098
H42 4.63233 -0.16205 0.73353
H43 5.04825 0.00023 2.35748
H44 4.68201 2.21576 1.02446
H45 5.98385 1.89733 0.20834
H46 6.22787 2.19998 3.26299
H47 6.35876 3.59855 2.19719
H48 8.11087 1.24834 1.48133
H49 8.37038 1.93323 3.03804
H50 10.33685 1.77129 0.61726
H51 10.42732 2.14876 2.44148
H52 11.63014 3.76544 0.24929
H53 12.12263 3.32543 1.96912
H54 10.64688 5.68948 1.28366
H55 11.10388 4.99579 2.93131
H56 8.43168 5.14957 2.02693
H57 9.09796 4.24094 3.31857
H58 7.50993 4.06112 0.28018
H59 8.36983 2.79982 -0.57741
H60 9.20889 4.26924 -0.29093
C28 4.46631 -4.51504 -5.71602
C29 3.05004 -4.43833 -5.32613
C30 2.90204 -4.24309 -3.76226
C31 1.41858 -4.21202 -3.46395
N5 1.02849 -4.35510 -2.02318
C32 1.84956 -5.55664 -1.28775
C33 0.96929 -5.94438 -0.10206
C34 -0.43858 -5.56487 -0.48106
C35 -0.35004 -4.87242 -1.83862
C36 1.24329 -3.09999 -1.29503
H61 4.96777 -3.52799 -5.70283
H62 4.53171 -4.89945 -6.71784
H63 5.01524 -5.18303 -5.06401
H64 2.44414 -5.33969 -5.58332
H65 2.52786 -3.62886 -5.80105
H66 3.39349 -3.31356 -3.44300
H67 3.48154 -4.93937 -3.18769
H68 0.96173 -4.96041 -4.16499
H69 0.96355 -3.31524 -3.78240
H70 2.78639 -5.21349 -0.86849
H71 2.03862 -6.33677 -2.00859
H72 1.51108 -5.36159 0.67292
H73 1.06278 -7.00692 0.25841
H74 -0.87756 -4.87099 0.20596
H75 -1.16056 -6.37516 -0.57636
H76 -0.98700 -4.06259 -2.10216
H77 -0.40875 -5.67523 -2.58096
H78 1.02015 -3.23652 -0.20698
H79 0.52421 -2.36296 -1.57552
H80 2.26602 -2.71624 -1.33059
C37 -3.77341 1.29817 7.58510
C38 -4.54265 2.36602 6.76055
C39 -4.04355 2.27981 5.22701
C40 -2.62964 2.79150 5.01406
N6 -2.31599 3.27405 3.56227
C41 -0.91370 3.75085 3.41240
C42 -0.94445 5.25080 3.14506
C43 -2.25510 5.49904 2.36545
C44 -3.15490 4.55118 3.17959
C45 -2.66570 2.08276 2.69109
H81 -2.74956 1.58479 7.79531
H82 -3.75994 0.29823 7.08689
H83 -4.29728 1.03504 8.51791
H84 -4.41752 3.33777 7.18005
H85 -5.59283 2.03104 6.63110
H86 -4.69882 2.99026 4.75276
H87 -4.25932 1.31414 4.71555
H88 -1.94328 1.93029 5.09870
H89 -2.43184 3.63158 5.72192
H90 -0.49835 3.15667 2.59596
H91 -0.41495 3.50748 4.36055
H92 -0.08365 5.68167 2.68273
H93 -1.03393 5.72394 4.08839
H94 -2.15989 5.34345 1.30514
H95 -2.58675 6.51331 2.48362
H96 -4.11213 4.31617 2.71258
H97 -3.31579 5.10402 4.07541
H98 -2.48962 2.30135 1.61482
H99 -3.74091 1.93282 2.73467
H100 -2.05552 1.28668 3.01638

Summary:
Strongest force on any atom = 4.00 eV/A
Orbital gap = 9.20 eV
Net charge = +4

=====

Entry 3:
This record from OMol25 describes C5H5PS in the gas phase. The level of theory is ωB97M-V with the def2-TZVPD basis set.

CARTESIAN COORDINATES (ANGSTROEM)
C1 2.05005 -0.54934 -1.00538
C2 0.98991 -0.68022 -0.54190
C3 -0.33901 -0.61546 0.03475
C4 -1.15333 0.32175 -1.15188
P1 -1.94471 1.65879 -0.53094
S1 -1.46293 1.42153 1.51264
C5 -0.15811 0.19028 1.30356
H1 3.03173 -0.59950 -1.34258
H2 -0.78477 -1.59003 0.32462
H3 -0.95384 -0.08136 -2.13515
H4 -0.01345 -0.36681 2.30338
H5 0.73846 0.89039 1.22887

Summary:
Strongest force on any atom = 3.83 eV/A
SMILES = C#C[C@@H]1C=PSC1
Orbital gap = 8.72 eV
Net charge = 0

=====

The highest occupied orbital energy results, record by record, are as follows: -7.60 -16.21 -8.49 eV.